Entry 1:
# C28H57Br10N2O

A cluster of 6 separate species, C28H57Br10N2O in total in a non-equilibrium geometry (ωB97M-V/def2-TZVPD, the OMol25 dataset).

Structure (ORCA input):
```
! wB97M-V def2-TZVPD RIJCOSX def2/J DEFGRID3
* xyz -1 1
C -0.64974 1.71672 0.93395
C -2.07956 2.03925 0.48835
C -2.60083 0.99511 -0.50404
C -2.24134 1.41502 -1.93885
C -2.12893 0.22740 -2.89784
C -0.87125 -0.60781 -2.49625
C -1.20497 -2.10332 -2.34252
C -1.33011 -2.67228 -0.92378
C -0.25950 -2.39902 0.14247
C 1.16772 -2.94330 -0.12507
C 2.31951 -1.95637 -0.41091
N 3.49725 -2.73434 -0.72030
C 4.38078 -2.81243 0.41899
C 5.84225 -2.48637 0.06037
C 6.44508 -3.53933 -0.86023
C 7.72171 -3.10045 -1.57503
N 7.70179 -1.68926 -1.94370
C 9.02819 -1.17083 -2.27326
C 6.79263 -1.48122 -3.02362
C 5.76721 -0.43305 -2.78953
O 6.81860 -2.10270 -4.01418
H -0.69989 0.88255 1.62534
H -0.17368 2.56606 1.40459
H -0.09611 1.40164 0.05673
H -2.08560 3.00982 -0.00232
H -2.73362 2.08634 1.35266
H -3.68353 0.95425 -0.42807
H -2.20755 0.00094 -0.31647
H -1.29219 1.93913 -1.88890
H -2.97902 2.14278 -2.27438
H -3.04666 -0.34979 -2.92205
H -1.95544 0.68768 -3.87227
H -0.14441 -0.52519 -3.29389
H -0.40890 -0.14404 -1.63912
H -0.53331 -2.69090 -2.95063
H -2.18353 -2.23697 -2.79954
H -1.32324 -3.75613 -1.03149
H -2.30772 -2.43451 -0.51216
H -0.61919 -2.92142 1.02893
H -0.26053 -1.34619 0.40546
H 1.47617 -3.43687 0.79356
H 1.16163 -3.70797 -0.88769
H 2.06707 -1.36143 -1.30053
H 2.45887 -1.25652 0.43148
H 4.35408 -3.84349 0.82968
H 4.11271 -2.09845 1.21732
H 6.41741 -2.43529 0.99248
H 5.80394 -1.53717 -0.44098
H 6.73106 -4.37654 -0.22298
H 5.69349 -3.93333 -1.52989
H 7.89169 -3.72973 -2.45283
H 8.56397 -3.26159 -0.90931
H 9.80989 -1.78187 -1.85577
H 9.13556 -0.16758 -1.86797
H 9.16986 -1.10366 -3.35115
H 5.44807 0.01096 -3.71975
H 4.90751 -0.87821 -2.27928
H 6.18661 0.29400 -2.09867
Br 4.23879 2.47030 -5.65146
C 5.10007 3.77628 -4.49547
C 5.62900 3.11227 -3.26049
Br 4.21880 2.70558 -1.98829
H 4.37345 4.55443 -4.28474
H 5.91451 4.19010 -5.08683
H 6.30800 3.77508 -2.72790
H 6.13478 2.17685 -3.47794
Br -0.78312 -1.02326 3.35953
C -1.52735 -0.35199 5.02969
C -2.57064 0.70574 4.79316
Br -1.75861 2.41289 4.32485
H -0.69525 0.00343 5.62857
H -1.97176 -1.22208 5.50887
H -3.13297 0.90022 5.70439
H -3.25860 0.44978 3.99541
Br -4.99257 2.00978 -8.48665
C -4.10119 3.61370 -7.83522
C -2.94334 3.27985 -6.93299
Br -3.54540 2.73128 -5.16878
H -4.85844 4.21696 -7.34583
H -3.75125 4.12675 -8.72858
H -2.32870 4.15987 -6.76490
H -2.32462 2.47991 -7.31595
Br -5.60605 2.02153 3.11308
C -7.05500 2.60887 4.26636
C -6.58633 2.78130 5.68578
Br -6.37259 1.06613 6.58142
H -7.85485 1.88266 4.16732
H -7.38057 3.56228 3.85631
H -7.33015 3.31807 6.27118
H -5.63258 3.29377 5.75660
Br -9.83558 0.69298 8.49983
C -8.90503 -0.43350 9.78284
C -8.41201 -1.70404 9.14530
Br -9.86016 -2.97420 8.86800
H -9.59041 -0.60914 10.60490
H -8.06701 0.16561 10.13272
H -7.70873 -2.21081 9.80221
H -7.94847 -1.53796 8.17849
*
```

The LUMO energy is 1.38 eV. The gap between HOMO and LUMO is 2.795 eV.

Mulliken atomic charge list, values in e, 4 entries: number 1, C, carries -0.473; number 2, C, carries -0.250; number 3, C, carries 0.064; number 4, C, carries -0.888

Entry 2:
# C5H11NO

An isolated molecule of C5H11NO in a non-equilibrium geometry (ωB97M-V/def2-TZVPD, the OMol25 dataset).

Structure (ORCA input):
```
! wB97M-V def2-TZVPD RIJCOSX def2/J DEFGRID3
* xyz 0 1
C 1.49796 1.66807 -0.12438
C 0.38167 -0.48672 1.36839
C -1.77200 -0.31269 -0.08375
C 0.43624 -0.97559 -1.15709
C -0.24081 -0.15089 -0.05010
N 0.00095 1.31194 -0.10300
O -0.88936 2.14316 -0.13791
H 1.94704 2.68305 -0.11449
H 2.04205 0.80206 -0.39942
H -0.09662 -1.44634 1.56295
H 1.46906 -0.62286 1.36748
H 0.03895 0.10323 2.24921
H -2.36025 0.33388 -0.65950
H -2.11830 -0.18289 0.89600
H -2.14328 -1.38360 -0.43129
H 1.44722 -0.70325 -1.20824
H 0.47096 -2.00754 -0.93356
H -0.11146 -0.77302 -2.04129
*
```

The LUMO energy (spin up / spin down) is 0.88 / 0.55 eV. The gap between HOMO and LUMO (spin up / spin down) is 9.101 / 8.535 eV. The SMILES is C=[N+]([O-])C(C)(C)C.

Mulliken atomic charge list, values in e, 4 entries: number 1, C, carries -0.547; number 2, C, carries -1.364; number 3, C, carries -1.562; number 4, C, carries -1.594

Entry 3:
# C5H26N2O7

A cluster of 7 separate species, C5H26N2O7 in total in a non-equilibrium geometry (ωB97M-V/def2-TZVPD, the OMol25 dataset).

Structure (ORCA input):
```
! wB97M-V def2-TZVPD RIJCOSX def2/J DEFGRID3
* xyz 2 1
C -0.45366 -1.60979 2.46056
O -0.76036 -2.87718 2.77804
C 0.58893 -1.62331 1.22719
C 1.35884 -0.38134 1.07033
C 2.34326 -0.40278 -0.15657
C 4.33831 1.03817 -0.15202
N 3.10260 0.90962 -0.34516
N -0.13517 -2.13221 0.01464
H 0.16162 -1.08694 3.21385
H -1.46143 -1.14022 2.01561
H -0.44100 -3.05430 3.70490
H 1.28719 -2.41182 1.49181
H 2.07889 -0.15944 2.02687
H 0.68990 0.47790 1.04997
H 1.94228 -0.74232 -1.18348
H 2.88881 -1.34743 0.05030
H 4.71963 1.99291 -0.44782
H 5.08493 0.34334 0.14959
H 2.69429 1.75919 -0.68716
H -0.40588 -1.41325 -0.67718
H 0.39970 -2.95161 -0.34771
H -0.85651 -2.64903 0.46327
H -4.43719 -0.26348 1.35726
H -3.38121 0.35575 0.52479
O -3.75053 -0.34955 0.75913
H -1.72721 0.40373 -0.88680
H -0.75362 0.36484 -2.24274
O -0.82575 0.01272 -1.32244
H 0.45629 1.63733 -4.81064
H -1.17787 1.84931 -4.86949
O -0.39333 1.85959 -4.35813
H -3.51338 -2.32048 -1.57185
H -2.90915 -3.05855 -2.75312
O -2.63859 -2.39665 -2.09657
H -3.72676 2.52527 1.33382
H -3.02139 3.83584 0.92191
O -2.86503 3.00308 1.41068
H 2.17042 4.61522 -0.01596
H 1.22904 3.69746 0.71983
O 2.10007 3.69040 0.18050
*
```

The LUMO energy is -7.07 eV. The gap between HOMO and LUMO is 9.446 eV.

Mulliken atomic charge list, values in e, 4 entries: number 1, C, carries -0.842; number 2, O, carries -0.491; number 3, C, carries -0.046; number 4, C, carries -0.679

Entry 4:
# C23H27N10RuS2

A structure of composition C23H27N10RuS2 in a non-equilibrium geometry (ωB97M-V/def2-TZVPD, the OMol25 dataset).

Structure (ORCA input):
```
! wB97M-V def2-TZVPD RIJCOSX def2/J DEFGRID3
* xyz 2 6
Ru 0.12791 -0.21604 0.09972
C 2.96059 2.86154 5.30117
C 3.07854 1.90255 4.12838
N 1.72489 1.43070 3.78015
C 1.46467 0.61165 2.76965
S -0.26730 0.18840 2.51539
N 2.49205 0.18224 2.04506
N 2.10032 -0.61232 1.02635
C 2.91457 -1.52852 0.67087
C 4.14811 -1.78109 1.42305
C 2.46819 -2.33398 -0.49297
C 3.30057 -3.15715 -1.22818
C 2.78089 -3.87806 -2.30479
C 1.43603 -3.80654 -2.56939
C 0.66827 -2.91689 -1.82411
N 1.16220 -2.18212 -0.84583
H 3.91347 3.25252 5.64466
H 2.46561 2.38042 6.17278
H 2.35588 3.71700 5.00573
H 3.73476 1.04282 4.33116
H 3.49021 2.38468 3.21651
H 0.99417 1.75653 4.37581
H 3.94210 -1.63147 2.47658
H 4.92222 -1.08452 1.11217
H 4.51339 -2.80425 1.24965
H 4.35490 -3.18516 -0.99910
H 3.45159 -4.46596 -2.90434
H 1.02761 -4.37478 -3.37782
H -0.36950 -2.72239 -2.03079
C 0.03510 0.29055 -4.49960
C -1.12510 -0.34099 -4.91474
C -1.98077 -0.87669 -3.94676
C -1.61860 -0.77774 -2.59037
N -0.54388 -0.09271 -2.21336
C 0.29235 0.40073 -3.13318
C -2.40982 -1.46926 -1.50284
C -3.61898 -2.13890 -1.72424
C -4.27956 -2.72427 -0.64134
C -3.66229 -2.70189 0.60567
C -2.45739 -2.05167 0.74696
N -1.85975 -1.42144 -0.28347
H 0.75814 0.72671 -5.20092
H -1.35289 -0.44695 -5.95951
H -2.90267 -1.35730 -4.24455
H 1.14439 0.95961 -2.72793
H -4.07848 -2.16734 -2.68199
H -5.21598 -3.23376 -0.80488
H -4.10166 -3.16696 1.46340
H -1.91026 -1.99234 1.68017
C -3.98142 3.86818 0.59054
C -2.51445 3.85095 0.37530
N -1.76521 4.88051 0.40420
N -0.49435 4.45035 0.15159
C -0.47210 3.11569 0.01070
S 0.92622 2.17344 -0.25499
N -1.76322 2.71678 0.14711
N -2.15576 1.37678 0.05260
H -4.34552 4.87238 0.81866
H -4.28161 3.24213 1.43285
H -4.49352 3.53788 -0.29753
H 0.29045 5.08866 0.16395
H -2.81906 1.30111 -0.69551
H -2.59928 1.07792 0.90650
*
```

The LUMO energy (spin up / spin down) is -5.87 / -7.23 eV. The gap between HOMO and LUMO (spin up / spin down) is 7.464 / 6.190 eV. The expectation value of S² is 8.76.

Mulliken atomic charge list, values in e, 4 entries: number 1, Ru, carries 0.457; number 2, C, carries -1.353; number 3, C, carries -0.185; number 4, N, carries -0.133

Per-record relative energy (zero: lowest compared OMol25 entry of this formula, charge and spin), kJ/mol: 57.7 483.8 297.8 0.0